No. 1
# C44H49F14NO44

16 unconnected molecules or ions with the total composition C44H49F14NO44 (ωB97M-V with the def2-TZVPD basis set, the OMol25 dataset).

```
152
Properties=species:S:1:pos:R:3:mulliken_charge:R:1
O 2.78 -0.24 -6.35 -0.26
N -0.41 0.19 -0.18 4.33
F -0.09 6.17 -3.75 -0.34
C 2.47 1.51 -2.55 -0.32
F 4.76 2.57 -4.14 -0.31
O -3.37 -0.18 6.73 -0.40
H -1.27 -6.81 0.34 0.36
H -3.03 3.66 2.96 -0.06
F -4.99 -1.07 -4.39 -0.33
O -5.07 -1.67 -0.59 -0.23
H 0.26 0.93 -0.31 -0.29
O 1.64 -3.77 -1.77 -0.17
H 4.78 -3.73 0.32 0.26
H -3.16 2.16 4.00 0.27
F 1.19 0.96 2.01 0.00
H -4.26 2.36 2.97 0.51
H 6.32 -0.92 1.31 0.37
O 3.89 2.50 5.11 -0.64
C -2.54 1.71 1.92 0.03
F 3.84 -4.00 -2.03 -0.28
H 3.74 4.15 -3.72 0.34
O -6.86 -2.03 -1.93 -0.61
O -1.75 6.35 5.15 -0.56
C 1.55 -0.85 -6.11 0.55
O -5.60 1.51 -2.09 -0.34
H 0.14 -0.53 0.27 -0.63
H 6.65 0.41 0.07 0.36
F 0.82 -0.75 5.87 -0.15
C 3.13 2.47 4.13 0.47
H -3.37 -2.26 0.57 -0.02
C -5.11 1.44 -0.76 0.94
C 0.81 -2.74 -2.08 0.18
O -1.61 -4.82 0.78 -0.22
C 3.75 -0.74 0.58 0.18
F -2.15 -6.54 2.05 -0.34
C -1.61 4.58 -2.99 -0.18
H -4.64 0.93 -4.68 0.28
O 2.73 -3.24 4.44 -0.07
H 2.71 2.93 1.59 -0.23
H 4.55 -5.97 -0.36 0.30
H -0.81 -0.07 -1.07 -0.67
H -1.77 -0.75 4.09 -0.15
F -2.40 -2.44 4.82 -0.35
H -3.36 0.18 -6.72 0.38
H 5.28 1.03 2.43 0.49
O 4.92 -0.88 -0.09 -0.42
O -2.75 0.55 1.79 -0.51
O 2.63 -1.10 0.25 0.20
H -1.99 3.68 -3.48 0.03
O -3.35 0.02 -3.49 0.19
H -0.10 4.44 -4.62 0.36
O -6.46 3.22 -3.25 -0.64
O 4.41 -4.28 2.28 -0.04
H 1.93 -1.59 3.49 -0.25
O 3.92 0.13 1.53 -0.33
O 5.19 -6.19 1.65 -0.36
O 1.98 -0.40 -8.31 -0.38
H 0.17 -1.18 -7.84 0.36
C 5.92 -0.15 0.65 -0.65
H -4.08 -4.24 -0.11 0.40
O -0.97 5.52 3.11 -0.29
C 2.91 -3.46 5.76 0.53
C 4.21 -5.81 0.66 0.03
C -2.10 0.17 -3.80 -0.51
O -2.62 7.00 3.09 -0.41
O 0.13 -4.58 2.02 -0.05
O -1.96 -0.04 -5.15 -0.24
H -2.19 5.49 -3.13 0.32
H 3.82 3.84 -1.39 0.26
F -6.06 0.92 -0.07 -0.33
O 0.60 4.39 -2.61 -0.50
C -3.79 -2.21 -0.43 0.66
H -4.28 0.74 -0.75 -0.14
C -5.93 2.79 -2.24 0.47
O -1.19 0.42 -3.08 -0.11
C 1.73 -2.21 4.37 0.09
H -2.71 7.30 1.10 0.41
F -2.99 -1.51 -1.19 0.06
O -5.73 3.51 -1.19 -0.33
C 3.13 -0.15 -7.62 0.59
H 3.27 -6.31 0.86 0.00
H -1.93 -1.69 6.92 0.29
O -1.79 2.26 1.15 -0.35
O 4.25 0.01 -8.05 -0.54
H 0.34 0.42 -7.37 0.27
F 2.89 -3.90 0.74 0.00
C -2.52 6.48 1.79 -0.48
H 0.11 -6.63 2.67 0.32
C -4.34 -0.25 5.81 0.64
H 0.26 1.97 3.41 0.19
F -0.21 6.93 1.40 -0.34
C 1.25 1.90 2.95 0.17
H 5.21 2.80 -1.80 0.34
C 2.74 -2.26 -3.00 0.00
H 3.09 -2.13 -4.03 0.48
C 4.14 2.95 -1.94 -0.47
H 3.30 -1.60 -2.34 -0.42
C 0.08 4.16 -1.43 0.65
F 1.65 -2.19 -6.00 -0.34
H -5.11 3.01 0.70 0.13
F 4.91 2.02 0.77 -0.27
O 0.65 3.83 -0.41 -0.30
O -5.52 0.03 5.86 -0.57
O -3.73 -0.70 4.69 -0.34
O 3.59 -4.27 6.33 -0.58
C 0.92 -0.51 -7.41 -0.52
O 2.73 3.51 3.48 -0.43
C -4.19 -0.06 -4.60 0.25
H 0.87 -0.52 -5.31 0.21
H -1.36 -0.11 6.46 0.13
O 3.40 1.80 -1.66 0.31
C 5.31 -5.20 2.52 0.45
H -3.75 3.04 -0.46 -0.20
C -1.80 6.28 3.92 0.60
C -1.26 -6.08 1.14 0.17
O 2.19 -2.61 6.43 -0.38
H -3.05 -3.78 -1.54 0.12
C -4.82 2.87 -0.34 0.31
C -1.10 5.95 1.75 1.07
C -5.80 -2.40 -1.42 0.46
O -0.89 -2.68 1.36 0.14
C 2.75 -3.73 -2.61 0.07
C 2.00 3.11 2.40 0.73
H 2.59 -4.41 -3.44 0.28
O 1.63 0.65 -2.38 0.01
C -3.17 -0.25 -5.73 -0.62
C 1.92 -1.44 5.62 0.45
C 3.84 3.12 -3.39 0.04
C 4.12 -4.35 0.93 0.00
H 2.69 -0.67 5.53 0.21
H -3.21 -1.28 -6.08 0.34
C -2.46 -1.15 4.84 1.03
C -3.19 2.58 2.99 -1.51
H -1.11 0.56 0.45 -0.80
O -0.31 -2.57 -1.59 -0.48
O -5.09 -3.47 -1.71 -0.37
H 0.96 -6.24 1.20 -0.02
O 2.65 2.37 -3.59 -0.27
O -1.29 4.37 -1.61 -0.21
H 0.76 -2.72 4.42 0.08
O 1.39 -1.98 -2.99 0.32
H -0.86 4.98 1.31 -0.37
C 0.10 -5.97 1.81 -0.22
C -2.15 -0.83 6.29 -0.25
O 6.15 -5.18 3.39 -0.57
H -3.25 5.66 1.78 0.34
C 5.05 0.85 1.38 0.13
C -3.94 -3.55 -0.95 -0.36
H 1.31 3.93 2.20 -0.25
O 2.21 1.53 3.91 -0.10
C -0.82 -3.90 1.35 -0.01
C -0.24 4.85 -3.62 0.29
```

Properties
HOMO-LUMO gap: 0.29666 Ha
LUMO energy: -0.473 eV
F_max: 0.12943 hartree/bohr
Total charge: 0
DFT total energy: -176044.91015 eV
E_HOMO: -8.55 eV



No. 2
# C4H32NO11

12 unconnected molecules or ions with the total composition C4H32NO11 (ωB97M-V with the def2-TZVPD basis set, the OMol25 dataset).

```
48
Properties=species:S:1:pos:R:3:mulliken_charge:R:1
O 1.88 -1.28 3.40 -0.60
C 4.13 -0.24 0.62 -0.53
H -2.40 1.09 -2.98 0.27
H 3.08 -1.25 -0.92 0.40
H -0.11 3.05 0.36 0.22
H 0.73 -1.66 -0.11 0.56
H 1.41 1.58 -4.66 0.29
H 1.88 1.10 0.65 -0.01
O -1.54 0.80 -2.65 -0.62
H 1.98 2.50 2.52 0.27
H -4.11 -1.03 0.38 0.28
O -3.62 -0.32 -0.07 -0.56
H -1.93 -2.71 1.81 0.26
O -0.03 3.22 -0.59 -0.57
H -1.43 -0.70 0.34 0.47
O -0.86 0.14 3.87 -0.59
O 0.78 1.62 -3.93 -0.68
H -3.89 -0.39 -0.99 0.27
H 4.22 0.60 1.30 0.31
O -1.28 -1.80 -3.37 -0.67
H 0.29 4.14 -0.57 0.32
H -0.41 0.05 4.72 0.29
N -0.64 -0.13 -0.02 0.56
C 0.70 -0.67 0.34 -0.12
H 0.54 2.56 -3.93 0.32
C 1.78 0.32 -0.10 0.95
H -0.38 0.90 3.49 0.29
H -1.18 -0.84 -3.20 0.38
H 1.18 -1.79 2.97 0.28
H -0.76 0.86 0.22 -0.01
H 4.99 -0.88 0.50 0.32
H 1.52 0.77 -1.08 0.14
H -2.87 1.47 0.78 0.30
H 1.09 3.75 2.22 0.29
O 1.18 2.80 2.08 -0.60
O -0.67 -3.59 -1.35 -0.64
H 0.76 -0.89 1.40 -0.61
O -2.41 1.52 1.62 -0.60
H -1.67 -3.17 0.36 0.27
H 0.20 -3.47 -1.74 0.26
O -1.44 -2.48 1.01 -0.54
H -1.24 -3.04 -1.93 0.40
H -2.76 0.86 2.23 0.29
H -0.70 -0.23 -1.04 -0.06
H -0.74 -2.05 -4.12 0.32
H -0.80 1.26 -3.08 0.32
C 3.06 -0.39 -0.28 -0.21
H 2.50 -2.00 3.57 0.31
```

Properties
Energy above the lowest of the compared OMol25 structures with the same formula, charge and spin: 0.000 eV
HOMO-LUMO gap (spin up / spin down): 0.31936 / 0.18075 Ha
LUMO energy (spin up / spin down): -7.844 / -11.612 eV
F_max: 0.03322 hartree/bohr
Total charge: +2
Spin multiplicity: 2
DFT total energy: -28662.72859 eV
E_HOMO (spin up / spin down): -16.53 / -16.53 eV



No. 3
# C27H11BCl5F4N3O7STa

A molecular structure, C27H11BCl5F4N3O7STa (ωB97M-V with the def2-TZVPD basis set, the OMol25 dataset).

```
60
Properties=species:S:1:pos:R:3:mulliken_charge:R:1
H -0.79 2.31 1.35 0.45
C -2.98 2.04 -0.65 -0.03
C 3.09 -2.22 1.27 -0.29
C -0.74 1.84 3.43 -1.00
C -0.76 0.83 4.40 0.63
H -5.79 1.89 -0.70 0.55
O 0.59 0.72 -0.97 0.52
H -0.91 -1.28 4.76 0.46
C -0.93 0.18 1.69 0.90
O -3.36 -3.65 0.32 -0.67
N -0.55 1.43 6.92 -0.57
Cl 4.34 -4.62 1.34 -0.21
C 2.05 -1.37 0.92 1.27
H 5.31 3.65 -2.18 0.43
S 2.33 3.98 -1.25 1.19
H 2.74 -0.62 -1.93 0.61
H -0.64 2.88 3.74 0.48
O -1.76 1.67 -0.52 -0.33
C 4.76 2.72 -2.13 -0.63
C -0.82 1.52 2.09 -0.23
C -0.97 -0.82 2.67 -0.01
O -3.42 3.16 -0.82 -0.74
C -0.89 -0.50 4.01 -1.03
H -7.09 -0.24 -0.36 0.44
C 0.99 -3.14 -0.27 0.92
C -3.95 -1.39 -0.16 0.75
C -3.01 -2.52 0.12 -0.08
O 2.80 4.56 -0.03 -0.68
Cl 4.44 -1.64 2.19 -0.21
O 2.00 4.82 -2.36 -0.69
H -1.05 -1.86 2.38 0.36
Cl 2.28 0.28 1.43 -0.11
F -1.25 -0.97 -4.65 -0.31
C -0.65 1.17 5.80 -0.18
C 0.93 -1.78 0.15 -1.41
Cl -0.20 -3.85 -1.31 -0.16
F -1.39 0.54 -2.86 -0.28
C -6.01 -0.24 -0.36 -0.26
C -3.93 0.88 -0.54 0.55
F 0.16 -1.11 -2.78 -0.21
C 5.37 1.50 -2.42 -0.49
C 4.65 0.30 -2.36 -0.91
Cl 1.99 -5.66 -0.38 -0.21
C 1.36 1.78 -1.18 0.32
C 3.43 2.69 -1.77 -0.06
B -1.13 -0.78 -3.31 0.29
Ta -0.85 -0.39 -0.45 1.00
C -5.31 0.94 -0.55 -0.92
F -2.03 -1.57 -2.52 -0.30
O -1.77 -2.06 0.15 -0.36
N 1.05 2.99 -0.91 -0.33
N -3.29 -0.26 -0.36 0.15
C 2.01 -4.01 0.11 -0.27
C 3.31 0.30 -1.99 -0.32
H 5.15 -0.63 -2.59 0.42
H -5.83 -2.38 0.01 0.53
C 2.73 1.51 -1.68 0.28
H 6.41 1.48 -2.70 0.38
C 3.07 -3.55 0.89 0.45
C -5.32 -1.44 -0.15 -0.84
```

Properties
Energy above the lowest of the compared OMol25 structures with the same formula, charge and spin: 1.528 eV
HOMO-LUMO gap: 0.28288 Ha
LUMO energy: 0.748 eV
F_max: 0.05701 hartree/bohr
Total charge: -1
DFT total energy: -133537.73862 eV
E_HOMO: -6.95 eV



No. 4
# OPS

A gas-phase ion, OPS (charge -1) (ωB97M-V with the def2-TZVPD basis set, the OMol25 dataset).

```
3
Properties=species:S:1:pos:R:3:mulliken_charge:R:1
S -0.41 1.69 0.81 -0.57
P 0.28 0.37 -0.52 0.01
O 0.08 -1.06 -0.18 -0.44
```

Properties
Energy above the lowest of the compared OMol25 structures with the same formula, charge and spin: 0.000 eV
Structure (SMILES): [O-]P=S
HOMO-LUMO gap: 0.27820 Ha
LUMO energy: 4.171 eV
F_max: 0.02035 hartree/bohr
Total charge: -1
DFT total energy: -22174.18747 eV
E_HOMO: -3.40 eV



No. 5
# C32H38N10O7W

A molecular structure, C32H38N10O7W (ωB97M-V with the def2-TZVPD basis set, the OMol25 dataset).

```
88
Properties=species:S:1:pos:R:3:mulliken_charge:R:1
C -3.50 -4.17 0.72 -0.66
H -2.76 0.58 -4.35 0.21
H 3.35 -3.27 2.35 0.58
C -2.47 2.21 0.34 -1.09
N 2.06 1.93 -0.26 -0.15
H 1.03 4.15 -4.63 0.33
C 2.26 2.83 -2.56 -1.85
H 1.35 -2.24 2.88 0.81
C -3.76 0.27 0.88 -0.72
H 0.74 -3.62 2.02 0.35
C 1.29 -2.69 1.90 -1.16
H 0.97 1.28 1.85 0.79
C -1.16 1.18 4.45 -0.32
H 1.93 2.89 4.05 0.28
C 1.23 0.51 -2.15 -0.04
C -1.22 -3.76 0.14 0.74
O -0.84 3.92 2.96 -0.63
H -2.17 -5.71 0.13 0.69
C -4.72 -5.14 0.87 0.30
H 3.20 1.08 -1.83 0.28
O 0.74 -0.30 -1.26 -0.31
N -1.35 -2.45 0.46 0.96
C 1.50 -5.39 -1.90 -0.80
H 2.45 2.51 -3.59 0.65
C 0.39 -5.29 -1.07 -0.69
H -1.13 -1.98 3.25 0.52
H 5.01 -0.97 0.07 0.24
C -1.44 -0.17 4.38 -1.31
H -4.67 -0.21 1.20 0.55
C 0.28 0.89 2.58 -0.54
H 1.78 -6.35 -2.31 0.49
N -1.47 0.05 0.23 0.30
H 0.31 3.44 -1.75 -0.14
H 5.21 -2.55 0.74 0.23
H -3.48 2.81 -4.22 0.23
H -0.42 1.78 -0.18 0.38
H -1.63 1.81 5.19 0.58
H 2.51 5.19 4.13 0.39
H 2.31 2.90 -0.11 0.17
C 0.31 3.86 -3.86 -1.32
C 1.02 3.76 -2.52 0.31
W 0.33 -1.28 0.46 1.24
H 2.68 5.62 1.83 0.29
C 2.23 1.58 -1.68 0.67
O 2.35 4.76 2.10 -0.47
O 0.99 0.36 -3.34 -0.97
O -4.38 -6.33 0.84 -0.68
C -1.53 2.21 -4.21 0.89
H -2.34 4.08 -4.35 0.19
C 2.22 -4.25 -2.21 -0.92
C -2.25 -4.64 0.32 -1.02
H 2.70 1.38 0.30 0.26
H -4.54 2.26 0.95 0.52
N -1.82 0.91 -4.20 -0.32
C -1.40 1.39 0.10 -0.11
H 0.93 5.58 3.39 0.38
C -0.26 1.72 3.54 0.32
O -5.79 -4.52 0.96 -0.69
H 3.07 -4.29 -2.88 0.51
C -2.63 -0.50 0.62 0.43
H -2.36 3.28 0.26 0.61
H -4.68 -2.43 1.00 0.70
C 2.73 -3.01 1.48 -1.10
C -3.68 1.64 0.74 -0.99
N 4.60 -1.78 0.50 -0.37
C 3.32 -1.80 0.82 0.54
C 1.84 -3.05 -1.64 -0.24
O 2.58 -0.81 0.56 -0.46
N -0.27 2.58 -4.28 -0.12
H 2.37 -2.14 -1.85 0.35
H 3.14 3.39 -2.25 0.52
H 0.40 1.81 -4.29 0.30
N 0.79 -2.95 -0.81 0.27
N 1.27 3.59 3.76 -0.14
C 0.04 -4.05 -0.57 0.59
H -0.22 -6.15 -0.84 0.53
C -3.67 -2.79 0.84 -1.02
N -0.08 -0.39 2.44 -0.06
C -2.59 -1.96 0.70 0.91
N -2.53 3.11 -4.14 -0.39
H -2.10 -0.65 5.09 0.48
C -0.91 -0.92 3.35 -0.10
H 1.33 4.77 -2.26 0.44
C 0.02 3.19 3.41 0.07
H -1.07 0.24 -4.12 0.23
H 2.80 -3.85 0.79 0.35
C 1.77 4.88 3.39 -0.54
H -0.45 4.64 -3.84 0.48
```

Properties
Energy above the lowest of the compared OMol25 structures with the same formula, charge and spin: 1.007 eV
HOMO-LUMO gap (spin up / spin down): 0.23444 / 0.18959 Ha
LUMO energy (spin up / spin down): -5.504 / -6.699 eV
F_max: 0.01874 hartree/bohr
Total charge: +2
Spin multiplicity: 3
DFT total energy: -64850.70646 eV
E_HOMO (spin up / spin down): -11.88 / -11.86 eV



No. 6
# C4H7N2OS

A molecular structure, C4H7N2OS (ωB97M-V with the def2-TZVPD basis set, the OMol25 dataset).

```
15
Properties=species:S:1:pos:R:3:mulliken_charge:R:1
H -1.72 0.23 1.06 0.36
S 4.03 -2.29 -0.07 0.09
H -0.18 1.55 -1.27 0.30
H 2.63 -1.54 1.86 0.44
C -0.43 1.29 -0.20 0.00
C 2.78 -1.70 0.85 -0.33
C 1.99 -2.02 -1.36 -0.45
H -0.14 -1.69 0.41 0.37
H -1.83 -0.12 -0.77 0.36
H 1.26 -2.11 -2.16 0.35
C 1.72 -1.52 -0.11 0.57
N 3.24 -2.41 -1.47 -0.47
H 0.11 1.87 0.54 0.29
N -1.58 0.61 0.04 -0.36
O 0.60 -0.88 0.34 -0.53
```

Properties
Energy above the lowest of the compared OMol25 structures with the same formula, charge and spin: 3.140 eV
HOMO-LUMO gap: 0.24762 Ha
LUMO energy: -5.903 eV
F_max: 0.09752 hartree/bohr
Total charge: +1
DFT total energy: -20114.34647 eV
E_HOMO: -12.64 eV



No. 7
# C6H10NS

A gas-phase ion, C6H10NS (charge +1) (ωB97M-V with the def2-TZVPD basis set, the OMol25 dataset).

```
18
Properties=species:S:1:pos:R:3:mulliken_charge:R:1
H -0.59 0.51 2.23 0.48
H -2.19 -1.70 -0.96 0.49
C 1.26 0.87 -0.02 -0.66
H 1.34 1.18 -1.08 0.40
C 1.84 -0.58 0.17 -0.50
C -1.02 0.15 -0.89 -0.67
C -1.37 -1.18 0.97 -0.34
H -0.61 1.67 0.46 0.42
S 1.29 -0.97 1.86 -0.05
C -1.68 -1.05 -0.34 -0.37
C -0.43 -0.16 1.46 -0.25
H 1.26 -1.10 -0.61 0.32
N -0.27 0.73 0.27 -0.08
H -1.54 -2.09 1.64 0.36
H 2.87 -0.44 0.04 0.45
H 1.76 1.78 0.62 0.32
H -1.62 1.02 -1.26 0.39
H -0.39 -0.09 -1.81 0.31
```

Properties
Energy above the lowest of the compared OMol25 structures with the same formula, charge and spin: 0.799 eV
Structure (SMILES): C1=C[C@H]2SCC[N@H+]2C1
HOMO-LUMO gap: 0.36884 Ha
LUMO energy: -3.219 eV
F_max: 0.07980 hartree/bohr
Total charge: +1
DFT total energy: -18701.11308 eV
E_HOMO: -13.26 eV



No. 8
# C34H20BrCrF5N3O3P

A molecular structure, C34H20BrCrF5N3O3P (ωB97M-V with the def2-TZVPD basis set, the OMol25 dataset).

```
68
Properties=species:S:1:pos:R:3:mulliken_charge:R:1
H 1.14 -1.55 -3.50 0.68
C 1.27 -1.95 4.72 0.02
H -1.11 1.60 -0.37 0.06
C 0.99 2.86 1.95 0.79
F -1.77 -3.60 3.71 -0.35
H 1.21 -3.21 0.28 0.24
C -4.11 -1.38 -2.61 -0.59
H 0.16 6.14 2.55 0.30
C 2.36 3.11 1.67 0.22
H -2.73 2.44 2.97 0.39
C 0.91 -5.20 -0.47 -0.94
H 1.22 0.07 -2.73 0.34
H 2.52 6.47 1.94 0.36
C -2.92 -0.06 -4.22 -0.68
F 2.05 -1.83 5.81 -0.34
C 2.48 -1.37 -1.80 -0.06
O 1.26 1.50 -0.89 -0.57
F -1.16 -2.32 1.47 -0.34
C -1.73 -0.33 -3.55 -0.47
C 0.73 -3.82 -0.47 0.03
H -1.27 -3.56 -3.18 0.35
C 0.14 -2.73 4.78 0.83
O 2.46 -1.16 -0.53 -0.50
C -4.11 -0.59 -3.75 -0.40
C -0.66 -4.01 -2.41 -0.59
C 2.10 5.48 1.97 -0.46
H 3.94 4.50 1.41 0.36
C 2.90 4.37 1.66 -0.65
N 3.52 4.15 -1.93 -0.75
H 1.53 -5.65 0.29 0.42
N -0.64 5.64 -2.09 -0.72
C -1.72 -1.13 -2.41 -0.17
F -0.19 -3.38 5.92 -0.35
H -0.96 -5.99 -3.17 0.39
C 0.39 1.55 1.85 -0.58
H -1.72 4.70 2.96 0.30
F 2.71 -0.56 3.58 -0.38
C -0.65 -2.85 3.66 -0.07
H -1.42 0.50 2.23 0.22
N -0.85 2.32 -1.03 -0.19
H -2.94 -2.24 -1.04 0.42
H -1.40 3.17 -0.96 0.31
C -0.06 -3.21 -1.44 0.24
C -0.28 -2.17 2.50 0.41
C 1.19 -1.00 -2.55 -0.64
C 0.11 4.79 -1.86 -0.28
C 0.79 5.30 2.31 -0.94
C 0.30 -5.99 -1.43 -0.47
Br 3.56 1.69 1.30 -0.15
C 0.22 4.00 2.32 1.21
H -2.90 0.57 -5.10 0.38
Cr 1.25 -0.01 0.70 0.06
C -2.93 -1.64 -1.94 -0.28
C 1.00 3.73 -1.61 0.74
P -0.20 -1.38 -1.42 1.71
H -0.80 0.09 -3.92 0.29
O 3.42 -1.85 -2.43 -0.81
C 0.51 2.47 -1.15 0.83
C -1.69 2.58 2.68 -0.96
H 0.44 -7.06 -1.43 0.35
H -5.04 -0.38 -4.27 0.34
H -5.04 -1.78 -2.22 0.37
C -1.14 3.83 2.68 -0.99
C 2.39 3.95 -1.77 -0.09
C 1.58 -1.30 3.53 0.30
C -0.49 -5.39 -2.41 -0.63
C -0.93 1.47 2.26 0.21
C 0.84 -1.37 2.37 -0.04
```

Properties
Energy above the lowest of the compared OMol25 structures with the same formula, charge and spin: 0.000 eV
HOMO-LUMO gap (spin up / spin down): 0.22858 / 0.26259 Ha
LUMO energy (spin up / spin down): 4.303 / 4.302 eV
F_max: 0.00615 hartree/bohr
Total charge: -2
Spin multiplicity: 5
DFT total energy: -167538.80494 eV
E_HOMO (spin up / spin down): -1.92 / -2.84 eV